ORCA calculation (wB97M-V/def2-TZVPD) on a structure of composition C36H31Cl3N4O3PPdS2.

Each line ends with the Mulliken spin population.
CARTESIAN COORDINATES (ANGSTROEM)
1 Pd 0.92063 -1.25675 -2.19677  1.289
2 O -0.52084 -4.75222 -3.39796  0.023
3 C -0.58406 -3.57462 -3.13563  -0.025
4 O 0.27095 -2.66813 -3.53664  0.123
5 C -1.72540 -3.00145 -2.28563  0.015
6 P -1.03815 -1.96228 -0.96325  0.203
7 C -2.37793 -0.96690 -0.28416  -0.016
8 C -3.02008 -1.30993 0.90568  0.017
9 C -4.12040 -0.57985 1.33073  -0.005
10 C -4.58480 0.48735 0.57448  0.015
11 C -3.94424 0.83632 -0.60677  0.000
12 C -2.84083 0.11699 -1.03427  0.025
13 C -0.44057 -3.05665 0.33850  0.047
14 C -0.37010 -4.43497 0.15523  0.014
15 C 0.10371 -5.24428 1.18205  -0.006
16 C 0.48686 -4.68474 2.39029  0.016
17 C 0.42401 -3.30717 2.57453  -0.004
18 C -0.02270 -2.49485 1.54750  0.017
19 H -2.38309 -3.77376 -1.88594  0.009
20 H -2.31345 -2.33825 -2.92530  0.004
21 H -2.68220 -2.15498 1.49021  0.003
22 H -4.61865 -0.85499 2.25050  0.000
23 H -5.44581 1.05172 0.90672  0.001
24 H -4.30214 1.67090 -1.19573  0.001
25 H -2.34428 0.40600 -1.95640  0.041
26 H -0.66593 -4.89030 -0.78209  -0.002
27 H 0.17356 -6.31232 1.03156  0.000
28 H 0.83871 -5.32290 3.19052  0.000
29 H 0.72399 -2.86986 3.51779  0.000
30 H -0.07325 -1.42084 1.69652  -0.004
31 Cl -2.81929 7.41031 4.44852  0.000
32 C -1.84629 6.47180 3.37109  0.000
33 C -0.64284 6.97826 2.90985  0.000
34 C 0.10878 6.20956 2.03795  0.000
35 C -0.29867 4.94478 1.62278  0.000
36 C 0.58734 4.16705 0.67520  0.000
37 C 1.21306 2.94951 1.36816  0.002
38 N 1.72527 2.00281 0.38964  0.007
39 C 3.02756 1.82469 -0.01505  0.006
40 C 2.99184 0.91311 -1.02036  0.000
41 N 1.68211 0.53855 -1.24405  0.039
42 C 0.95849 1.19725 -0.35804  -0.004
43 O -0.07012 3.65285 -0.45583  -0.001
44 C -0.69067 4.59364 -1.32193  0.000
45 C -1.29833 3.79409 -2.42378  -0.007
46 C -2.63114 3.67841 -2.67644  0.001
47 Cl -3.91568 4.39416 -1.78855  0.000
48 S -2.97431 2.68001 -4.02614  0.001
49 C -1.30489 2.37535 -4.26741  0.000
50 C -0.53605 3.02712 -3.35762  0.015
51 C -1.51226 4.47107 2.11498  0.000
52 Cl -2.13318 2.90868 1.65395  0.000
53 C -2.29267 5.22060 2.97863  0.000
54 H -0.31118 7.95812 3.22050  0.000
55 H 1.04283 6.60638 1.65821  0.000
56 H 1.38885 4.84894 0.35582  0.000
57 H 0.47903 2.44474 1.99214  0.000
58 H 2.03927 3.25996 2.00619  0.000
59 H 3.83912 2.37676 0.42441  0.000
60 H 3.80268 0.53241 -1.61698  0.001
61 H -0.11630 1.17847 -0.27227  -0.005
62 H 0.06815 5.28295 -1.71439  0.000
63 H -1.44543 5.17970 -0.79155  0.000
64 H -0.98218 1.75476 -5.08707  -0.003
65 H 0.54381 2.98148 -3.34485  -0.001
66 H -3.23475 4.83375 3.33816  0.000
67 N 4.97575 -5.70199 1.61497  0.000
68 C 3.92201 -5.95829 0.82120  0.001
69 S 3.17564 -7.40493 0.70952  0.001
70 C 3.43516 -4.76597 0.05409  0.000
71 C 3.00939 -4.90020 -1.25925  0.007
72 C 2.51768 -3.79437 -1.92238  0.001
73 N 2.42330 -2.58874 -1.33441  0.108
74 C 2.81738 -2.46469 -0.06442  0.010
75 C 3.34904 -3.51615 0.65451  0.005
76 H 5.37187 -6.46166 2.14566  0.000
77 H 5.50508 -4.85116 1.52755  0.000
78 H 3.03672 -5.86222 -1.75082  0.000
79 H 2.15778 -3.86261 -2.94081  0.000
80 H 2.70777 -1.48207 0.37711  0.014
81 H 3.62994 -3.36325 1.68736  0.001

Cartesian forces, eV/Å:
Pd 0.06 0.67 -0.01
O -0.07 -0.08 0.07
C 0.26 0.27 -0.14
O -0.12 -0.30 -0.17
C -0.23 -0.06 0.17
P 0.48 -0.21 -0.09
C -0.04 0.04 -0.02
C -0.05 -0.01 -0.02
C 0.03 0.02 -0.02
C 0.02 0.00 0.03
C -0.01 0.03 -0.04
C 0.08 0.03 0.01
C -0.22 0.05 0.06
C 0.09 -0.06 0.00
C -0.01 0.05 -0.04
C 0.03 0.02 0.03
C 0.01 -0.04 -0.02
C -0.05 0.03 0.07
H 0.02 -0.02 -0.06
H 0.00 0.01 0.03
H 0.02 0.00 -0.01
H -0.01 0.01 0.00
H -0.01 0.00 0.00
H 0.01 -0.03 0.03
H 0.02 -0.02 -0.02
H -0.02 0.00 -0.01
H 0.00 -0.02 -0.01
H 0.01 0.00 0.00
H 0.00 0.01 0.01
H -0.01 0.00 -0.02
Cl 0.02 -0.02 -0.02
C -0.05 0.03 0.04
C -0.02 -0.05 -0.01
C 0.01 0.01 -0.01
C 0.02 0.04 0.01
C 0.04 0.14 -0.10
C 0.18 -0.01 0.05
N 0.05 -0.24 0.23
C -0.02 0.20 -0.05
C 0.00 0.06 -0.23
N 0.02 -0.33 0.39
C -0.10 0.14 -0.24
O -0.14 0.04 0.08
C 0.09 0.01 0.06
C -0.04 0.07 -0.13
C -0.01 0.03 0.09
Cl 0.03 0.04 -0.03
S -0.05 -0.06 -0.02
C 0.02 -0.01 0.03
C -0.02 0.00 0.02
C -0.07 -0.07 -0.01
Cl -0.05 -0.01 0.00
C 0.05 0.02 -0.01
H 0.01 0.01 0.00
H 0.01 0.00 0.00
H 0.01 -0.06 -0.05
H -0.03 -0.02 -0.06
H -0.04 0.03 0.00
H 0.03 -0.03 0.02
H 0.01 -0.05 0.04
H 0.02 -0.10 0.03
H -0.02 0.01 0.01
H -0.03 -0.03 0.00
H 0.00 -0.01 -0.02
H 0.02 0.00 0.00
H -0.01 0.00 0.01
N -0.02 -0.11 0.03
C 0.11 0.35 -0.05
S -0.08 -0.13 0.02
C 0.00 -0.21 0.07
C 0.03 0.04 -0.07
C 0.10 0.05 -0.05
N -0.39 -0.39 0.18
C 0.14 0.13 -0.13
C -0.01 0.09 0.00
H 0.00 0.02 -0.01
H 0.00 0.00 0.00
H 0.01 0.00 0.00
H -0.03 0.00 0.02
H -0.05 -0.02 0.03
H 0.01 -0.01 0.00

Net charge   +1
ΔE to the lowest compared entry with this formula, charge and spin   3.3 kJ/mol
Kohn-Sham gap (alpha / beta)   7.74 / 6.30 eV
E   -4481.21314 Eh
Expectation value of S²   2.0074
LUMO level (alpha / beta)   -2.8 / -4.6 eV
Multiplicity   3
HOMO energy (alpha / beta)   -10.6 / -10.9 eV

---

ORCA calculation (wB97M-V/def2-TZVPD) on a structure of composition C5H8N2 in a non-equilibrium geometry.

Each line ends with the natural charge from an NBO analysis.
CARTESIAN COORDINATES (ANGSTROEM)
1 C -0.54293 -1.89716 1.37043  -0.260
2 C 0.80122 -1.97893 1.66298  0.024
3 C 0.72235 -1.35015 0.32296  0.107
4 C -0.27195 -0.56259 0.90298  -0.173
5 C -0.64562 0.75802 1.21251  -0.688
6 N 0.06234 1.17051 -1.55653  -0.685
7 N 1.29882 0.45640 -1.77846  -0.657
8 H -1.45775 -2.32945 1.73630  0.243
9 H 1.35781 -0.44047 -1.20292  0.348
10 H -0.02819 1.11809 2.08355  0.203
11 H -1.66752 0.74691 1.45720  0.218
12 H -0.46371 1.47752 0.31000  0.288
13 H 0.22048 2.00230 -2.06188  0.362
14 H -0.79273 0.68809 -1.75619  0.343
15 H 1.40737 0.14091 -2.70295  0.328

Cartesian forces, eV/Å:
C -1.26 -1.11 0.54
C 2.49 -0.29 -2.04
C 0.11 -2.63 3.74
C -1.00 2.02 -2.66
C 1.58 2.89 -0.07
N 1.74 -0.74 0.24
N -0.02 -1.11 2.10
H 0.00 -0.53 -0.25
H -0.35 1.81 -0.77
H -0.64 0.24 -0.37
H -1.41 0.42 0.61
H -0.25 -1.37 1.85
H -0.59 1.04 -0.60
H -0.25 -0.31 -0.68
H -0.15 -0.33 -1.66

ΔE to the lowest compared entry with this formula, charge and spin   705.9 kJ/mol
Kohn-Sham gap (alpha / beta)   6.33 / 6.59 eV
E   -304.39926 Eh
Expectation value of S²   2.0112
LUMO level (alpha / beta)   0.8 / -2.5 eV
Multiplicity   3
HOMO energy (alpha / beta)   -5.5 / -9.0 eV

---

ORCA calculation (wB97M-V/def2-TZVPD) on a structure of composition C9H19FNORb in a non-equilibrium geometry.

Each line ends with the Mulliken charge.
CARTESIAN COORDINATES (ANGSTROEM)
1 Rb -18.06640 26.54942 -7.82494  0.962
2 F -15.18482 27.03401 -8.13654  -0.962
3 C -11.43566 26.77482 -7.30127  -2.171
4 C -11.30218 25.36738 -6.77916  1.719
5 C -10.43280 25.56110 -5.52226  -1.264
6 C -10.40352 24.29436 -4.68049  -0.723
7 C -11.82249 23.61742 -4.51210  -1.117
8 C -12.90780 23.58667 -5.64460  1.415
9 N -12.63834 24.82560 -6.51108  0.244
10 O -13.48089 24.87946 -7.58548  -0.415
11 C -12.74758 22.25414 -6.46209  -1.399
12 C -14.33313 23.77291 -4.99127  -1.787
13 C -10.50349 24.54025 -7.81677  -1.844
14 H -12.01167 26.61350 -8.21247  0.576
15 H -10.52686 27.29744 -7.59970  0.383
16 H -12.03666 27.51448 -6.77231  0.408
17 H -9.48797 26.05215 -5.75520  0.444
18 H -10.89212 26.28180 -4.84572  0.400
19 H -9.99944 24.64361 -3.73031  0.396
20 H -9.67647 23.54234 -4.98703  0.362
21 H -12.28720 23.82200 -3.54758  0.411
22 H -11.55237 22.57002 -4.37761  0.240
23 H -12.57463 21.43369 -5.76563  0.385
24 H -13.54104 22.08488 -7.19002  0.326
25 H -11.85691 22.40083 -7.07306  0.342
26 H -14.62050 22.89305 -4.41562  0.468
27 H -14.58876 24.41023 -4.14476  0.425
28 H -15.06530 23.93352 -5.78261  0.272
29 H -10.05157 23.61039 -7.47148  0.320
30 H -9.65432 24.98858 -8.33253  0.400
31 H -11.12928 24.23405 -8.65506  0.377
32 H -13.77115 25.78229 -7.43630  0.406

Cartesian forces, eV/Å:
Rb 1.32 0.18 -0.13
F -0.97 -0.27 0.35
C -1.39 0.57 -2.14
C 1.87 0.29 0.34
C -1.42 -0.93 0.64
C -0.10 0.19 0.17
C 0.78 -1.02 0.22
C 0.95 2.28 -0.07
N 0.91 -1.22 3.54
O -0.12 -0.08 -0.78
C 0.04 1.36 0.16
C -0.04 -1.25 -0.29
C 0.13 -0.72 -0.87
H 0.07 0.61 -0.49
H 0.34 -0.51 0.18
H -0.05 -0.48 0.75
H 0.26 -0.63 -0.29
H -0.54 0.31 -0.26
H -0.33 -0.43 0.49
H -0.10 0.00 -0.52
H 0.00 0.75 -0.11
H -0.04 -0.22 0.11
H -0.35 -0.18 -0.25
H -0.26 -0.12 0.36
H 0.16 -0.22 0.16
H 0.10 -1.08 -0.72
H 1.16 1.39 -0.47
H -0.02 -0.05 0.03
H -0.28 -0.11 0.66
H 0.01 0.87 0.38
H -0.46 0.08 0.08
H -1.62 0.64 -1.20

ΔE to the lowest compared entry with this formula, charge and spin   0.0 kJ/mol
Kohn-Sham gap   5.87 eV
E   -608.15410 Eh
LUMO level   -1.1 eV
HOMO energy   -6.9 eV

---

ORCA calculation (wB97M-V/def2-TZVPD) on an isolated molecule of C8H15N.

Each line ends with the natural charge from an NBO analysis.
CARTESIAN COORDINATES (ANGSTROEM)
1 H -0.20392 1.32517 -2.38985  0.336
2 N 0.45091 1.44156 -1.61565  -0.624
3 C 0.20280 0.73059 -0.60236  0.317
4 C -0.95671 -0.20279 -0.51412  -0.093
5 C -2.20359 0.37254 0.09452  -0.626
6 C -0.91760 -1.42995 -1.01895  -0.153
7 C 0.26632 -2.06945 -1.66471  -0.651
8 C 1.12304 0.87582 0.58846  -0.285
9 C 1.54348 -0.47045 1.17599  -0.604
10 C 0.46807 1.74795 1.66291  -0.596
11 H -2.13271 0.37815 1.18252  0.215
12 H -3.07648 -0.21249 -0.18763  0.218
13 H -2.34552 1.39920 -0.23051  0.217
14 H -1.80647 -2.05109 -0.96949  0.193
15 H -0.00948 -2.47977 -2.63716  0.219
16 H 0.62724 -2.89680 -1.05126  0.218
17 H 1.07385 -1.35399 -1.80337  0.219
18 H 2.00967 1.40774 0.21988  0.224
19 H 2.14769 -0.31497 2.06649  0.212
20 H 2.13300 -1.03553 0.45676  0.211
21 H 0.66857 -1.05721 1.44257  0.208
22 H 0.05606 2.65100 1.21987  0.216
23 H 1.20938 2.03562 2.40655  0.213
24 H -0.32759 1.20915 2.16853  0.197

Cartesian forces, eV/Å:
H -0.15 -0.23 0.23
N 0.32 0.49 -0.48
C 0.20 -0.20 0.09
C -0.38 -0.01 -0.26
C 0.01 -0.15 0.18
C 0.09 -0.06 -0.05
C 0.02 0.01 0.02
C 0.22 0.08 0.23
C 0.04 0.22 -0.23
C 0.11 -0.02 -0.14
H -0.08 0.07 0.06
H -0.04 -0.03 0.02
H -0.08 0.16 -0.03
H -0.13 0.09 0.07
H 0.06 -0.02 -0.03
H 0.08 -0.06 -0.03
H 0.09 -0.06 -0.05
H -0.20 -0.10 -0.01
H 0.06 -0.02 0.10
H 0.04 -0.12 0.00
H -0.08 -0.13 0.10
H -0.06 0.13 0.02
H 0.01 0.00 0.08
H -0.14 -0.04 0.13

ΔE to the lowest compared entry with this formula, charge and spin   51.9 kJ/mol
Kohn-Sham gap   10.15 eV
E   -368.55296 Eh
LUMO level   1.0 eV
HOMO energy   -9.1 eV
Structure (SMILES)   [H]/N=C(\C(C)=C/C)C(C)C